1.
{"formula": "C3H4NP", "method": "ωB97M-V/def2-TZVPD", "elements": ["C", "C", "C", "N", "P", "H", "H", "H", "H"], "xyz": [[-0.701, -1.105, 0.881], [0.343, 0.767, -0.823], [0.638, -0.947, 0.661], [-1.830, -0.983, 1.139], [-1.130, 1.446, -0.535], [1.334, 0.921, -1.082], [1.236, -0.381, 1.338], [1.112, -1.931, 0.195], [-1.002, 2.213, -1.774]], "de_lowest_kj_mol": 350.8}

2.
{"formula": "C3H4NS", "method": "ωB97M-V/def2-TZVPD", "elements": ["C", "C", "C", "N", "S", "H", "H", "H", "H"], "xyz": [[0.662, 1.029, -0.144], [1.888, 0.875, 0.019], [-0.377, -0.795, -0.145], [-0.629, 0.661, 0.144], [1.955, -0.839, 0.059], [-0.460, -1.434, 0.702], [-0.560, -1.231, -1.115], [-1.042, 0.694, 1.032], [-1.436, 1.041, -0.551]], "charge": 1, "de_lowest_kj_mol": 604.6}

3.
{"formula": "C3H4NS", "method": "ωB97M-V/def2-TZVPD", "elements": ["C", "C", "C", "N", "S", "H", "H", "H", "H"], "xyz": [[1.126, 0.586, 0.188], [1.045, -0.206, 1.275], [-1.002, -0.435, -0.072], [0.156, 0.263, -0.561], [-0.481, -0.760, 1.704], [2.020, 1.248, -0.169], [-1.725, 0.220, -0.465], [-1.124, -1.412, -0.378], [-0.016, 0.495, -1.519]], "charge": 1, "de_lowest_kj_mol": 301.4}

4.
{"formula": "C3H4NS", "method": "ωB97M-V/def2-TZVPD", "elements": ["C", "C", "S", "C", "N", "H", "H", "H", "H"], "xyz": [[-1.305, 1.648, 0.418], [-2.660, 0.985, -0.103], [-2.355, -0.604, -0.159], [-0.532, -0.682, 0.106], [-0.119, 0.802, -0.083], [-0.085, -1.173, -0.711], [-0.383, -1.151, 1.160], [0.236, 0.892, -1.024], [0.744, 1.045, 0.476]], "smiles": "C1#CSC[NH2+]1", "charge": 1, "de_lowest_kj_mol": 581.4}

5.
{"formula": "C3H4NaO5", "method": "ωB97M-V/def2-TZVPD", "elements": ["C", "C", "O", "O", "H", "H", "H", "O", "C", "O", "O", "Na", "H"], "xyz": [[2.302, -3.015, 5.489], [1.700, -3.640, 6.612], [1.869, -3.256, 7.802], [2.633, -3.703, 4.442], [2.885, -2.101, 5.675], [1.230, -4.623, 6.420], [3.181, -4.757, 4.738], [5.790, -7.080, 5.828], [4.732, -6.312, 6.128], [4.743, -5.721, 7.223], [3.941, -6.118, 5.165], [3.590, -4.461, 8.889], [6.309, -7.224, 6.629]], "de_lowest_kj_mol": 21.6, "s2": 0.7582, "spin_multiplicity": 2}

6.
{"formula": "C3H4O", "method": "ωB97M-V/def2-TZVPD", "elements": ["C", "C", "O", "C", "H", "H", "H", "H"], "xyz": [[-2.028, 0.045, -0.522], [-0.963, 0.444, -0.142], [0.385, 1.034, 0.357], [1.282, -0.067, 0.236], [-2.991, -0.316, -0.553], [0.815, -0.876, 0.843], [2.147, 0.258, 0.520], [1.353, -0.523, -0.739]], "smiles": "C#COC", "de_lowest_kj_mol": 319.1}

7.
{"formula": "C3H4O", "method": "ωB97M-V/def2-TZVPD", "elements": ["C", "C", "C", "O", "H", "H", "H", "H"], "xyz": [[-1.018, 0.932, 0.183], [1.596, 0.556, -0.197], [-0.477, -0.407, 0.002], [0.938, -0.463, 0.239], [-2.086, 0.923, -0.087], [2.654, 0.385, 0.076], [-0.951, -1.052, 0.761], [-0.656, -0.874, -0.977]], "de_lowest_kj_mol": 601.1}

8.
{"formula": "C3H4O", "method": "ωB97M-V/def2-TZVPD", "elements": ["C", "C", "C", "O", "H", "H", "H", "H"], "xyz": [[-1.726, 0.299, 0.417], [0.615, -0.595, 0.101], [0.637, 0.681, -0.257], [-2.351, -0.392, -0.205], [0.427, -0.823, 1.149], [0.785, -1.629, -0.469], [0.778, 0.990, -1.240], [0.834, 1.470, 0.504]], "de_lowest_kj_mol": 109.8}

9.
{"formula": "C3H4O", "method": "ωB97M-V/def2-TZVPD", "elements": ["C", "C", "C", "O", "H", "H", "H", "H"], "xyz": [[-0.954, -0.531, -0.198], [-0.193, 0.226, 0.597], [1.055, 0.540, -0.004], [1.460, -0.340, -0.725], [-2.034, -0.803, -0.135], [-0.331, -0.895, -1.097], [-0.639, 0.301, 1.557], [1.635, 1.502, 0.004]], "smiles": "C=CC=O", "de_lowest_kj_mol": 115.9}

10.
{"formula": "C3H4O", "method": "ωB97M-V/def2-TZVPD", "elements": ["C", "C", "C", "O", "H", "H", "H", "H"], "xyz": [[1.703, -0.565, 0.641], [0.602, -0.535, 0.141], [-0.725, -0.359, -0.428], [-1.311, 1.122, -0.092], [2.683, -0.583, 1.077], [-1.442, -1.065, 0.018], [-1.002, 0.325, -1.291], [-0.507, 1.659, -0.066]], "smiles": "C#CCO", "de_lowest_kj_mol": 328.7}

11.
{"formula": "C3H4O2", "method": "ωB97M-V/def2-TZVPD", "elements": ["C", "C", "O", "C", "O", "H", "H", "H", "H"], "xyz": [[1.083, -0.353, 0.134], [0.085, 0.674, -0.235], [0.190, 1.877, -0.184], [-1.320, 0.031, -0.243], [-1.527, -1.129, -0.502], [0.538, -0.436, 1.095], [2.142, -0.069, 0.162], [0.912, -1.329, -0.316], [-2.103, 0.734, 0.089]], "smiles": "CC(=O)C=O", "de_lowest_kj_mol": 117.9}

12.
{"formula": "C3H4O2", "method": "ωB97M-V/def2-TZVPD", "elements": ["O", "C", "C", "O", "C", "H", "H", "H", "H"], "xyz": [[1.243, -1.097, 1.382], [0.573, -0.383, 0.672], [0.208, 1.004, 0.701], [-0.637, 0.713, -0.767], [-0.247, -0.700, -0.589], [0.852, 1.864, 0.566], [-1.252, 0.931, -0.006], [-1.112, -1.362, -0.510], [0.371, -0.970, -1.448]], "de_lowest_kj_mol": 419.2}

13.
{"formula": "C3H4O2", "method": "ωB97M-V/def2-TZVPD", "elements": ["C", "C", "C", "O", "O", "H", "H", "H", "H"], "xyz": [[-1.447, 0.436, -0.452], [1.151, 0.530, 0.411], [0.398, -0.726, 0.206], [-1.002, -0.737, 0.048], [1.065, -0.045, -0.843], [-2.494, 0.534, -0.549], [-0.628, 1.147, -0.216], [2.155, 0.473, 0.759], [0.802, -1.613, 0.636]], "de_lowest_kj_mol": 582.0}

14.
{"formula": "C3H4O2", "method": "ωB97M-V/def2-TZVPD", "elements": ["O", "C", "C", "C", "O", "H", "H", "H", "H"], "xyz": [[-1.495, -1.514, 0.579], [-0.658, -0.882, 0.021], [0.737, -0.495, 0.234], [-0.103, 1.014, -0.188], [-0.936, 0.220, -0.970], [1.319, -0.527, -0.680], [1.285, -1.017, 1.053], [0.509, 1.757, -0.717], [-0.647, 1.444, 0.661]], "de_lowest_kj_mol": 183.7}

15.
{"formula": "C3H4O2", "method": "ωB97M-V/def2-TZVPD", "elements": ["C", "C", "C", "O", "O", "H", "H", "H", "H"], "xyz": [[-1.458, 0.268, -0.085], [-0.303, -0.364, 0.042], [0.960, 0.432, -0.065], [1.065, 1.642, 0.047], [2.082, -0.351, -0.105], [-2.470, -0.201, -0.082], [-1.548, 1.371, -0.161], [-0.142, -1.444, 0.305], [1.813, -1.353, 0.104]], "smiles": "C=CC(=O)O", "de_lowest_kj_mol": 80.1}

16.
{"formula": "C3H4O2", "method": "ωB97M-V/def2-TZVPD", "elements": ["C", "C", "O", "C", "O", "H", "H", "H", "H"], "xyz": [[0.548, 0.927, 0.179], [-0.173, -0.154, -0.643], [-1.443, -0.396, 0.118], [-0.527, -1.311, 0.207], [-0.280, -2.361, 0.644], [0.193, 0.650, 1.134], [0.433, 2.033, -0.117], [1.633, 0.752, 0.196], [-0.384, -0.140, -1.719]], "smiles": "C[C@@H]1OC1=O", "de_lowest_kj_mol": 169.1}

17.
{"formula": "C3H4O2", "method": "ωB97M-V/def2-TZVPD", "elements": ["C", "O", "C", "C", "O", "H", "H", "H", "H"], "xyz": [[1.355, -0.178, -0.451], [1.170, -1.171, 0.571], [0.064, -0.661, -0.034], [-1.374, -0.254, 0.451], [-1.049, -1.243, -0.554], [1.794, -0.548, -1.370], [1.717, 0.778, -0.097], [-1.717, -0.647, 1.392], [-1.805, 0.661, 0.076]], "smiles": "C1OC12CO2", "de_lowest_kj_mol": 300.2}

18.
{"formula": "C3H4O2", "method": "ωB97M-V/def2-TZVPD", "elements": ["C", "C", "C", "O", "O", "H", "H", "H", "H"], "xyz": [[0.571, 0.948, -0.033], [1.244, -0.335, -0.164], [-0.639, -0.053, 0.318], [0.219, -1.240, -0.022], [-1.873, 0.055, -0.196], [0.769, 1.981, 0.034], [2.318, -0.697, -0.398], [-0.680, -0.113, 1.470], [-1.928, -0.547, -1.009]], "de_lowest_kj_mol": 294.4}

19.
{"formula": "C3H4O2", "method": "ωB97M-V/def2-TZVPD", "elements": ["C", "C", "O", "C", "O", "H", "H", "H", "H"], "xyz": [[-0.531, -0.756, 0.825], [0.112, -1.107, -0.327], [0.745, -0.043, -0.947], [0.323, 1.164, -0.219], [-0.608, 0.572, 0.662], [-1.467, -1.407, 1.134], [0.461, -2.184, -0.745], [-0.042, 2.125, -0.921], [1.007, 1.637, 0.539]], "smiles": "C1=COCO1", "de_lowest_kj_mol": 348.9}

20.
{"formula": "C3H4O2", "method": "ωB97M-V/def2-TZVPD", "elements": ["O", "C", "C", "C", "O", "H", "H", "H", "H"], "xyz": [[-1.809, 0.418, -0.331], [-0.716, 0.144, 0.388], [0.984, 0.746, 0.025], [1.165, -0.517, -0.263], [-0.067, -1.122, -0.044], [-2.076, -0.387, -0.880], [-0.842, 0.321, 1.554], [1.452, 1.653, 0.285], [1.909, -1.255, -0.734]], "smiles": "O[C@@H]1C=CO1", "de_lowest_kj_mol": 338.2}